No. 1
10
Properties=species:S:1:pos:R:3 method="wB97M-V/def2-TZVPD" multiplicity=3 relative_energy_kj_mol=215.50 lumo_ev="0.25 / -3.28" total_charge=0 e_homo_ev="-6.054 / -9.253"
H -0.86 1.82 -0.80
H -3.02 -0.22 0.14
C 0.57 -0.24 0.29
P 2.29 0.21 0.48
P -1.05 1.20 0.56
C -2.00 -0.31 0.06
H 2.39 1.10 -0.48
N -0.02 -1.34 0.08
N -1.38 -1.36 -0.05
H 3.08 -0.86 -0.29

***

No. 2
35
Properties=species:S:1:pos:R:3 method="wB97M-V/def2-TZVPD" relative_energy_kj_mol=0.00 lumo_ev=0.17 total_charge=0 smiles="COc1ccc(Cc2nnc(NC(=O)c3cccs3)s2)cc1" e_homo_ev=-8.537
S 3.05 -1.44 0.04
C 4.32 0.83 1.16
H -1.21 2.01 -2.61
C -2.01 -0.25 -1.26
N 3.12 1.53 1.19
C -3.90 0.47 0.63
N 2.18 1.10 -0.94
H -5.90 -2.57 2.03
N 1.06 1.28 -1.63
H 3.09 2.25 1.90
C 4.08 -2.57 -0.72
C -5.46 -1.61 1.76
H -2.70 -2.26 -0.95
C -2.15 1.09 -0.91
C 0.13 1.89 -1.00
C 5.57 -0.94 -0.10
H -1.58 3.13 -1.27
O 5.24 1.22 1.84
C -3.76 -0.87 0.27
H -1.26 -0.53 -1.99
H -5.01 -1.16 2.66
H -3.22 2.47 0.33
H 6.51 -0.44 0.01
H 6.17 -2.75 -1.18
H 3.66 -3.48 -1.12
C -1.24 2.12 -1.53
H -6.24 -0.95 1.38
H -4.63 0.78 1.36
C 5.38 -2.18 -0.74
O -4.48 -1.90 0.79
C 4.39 -0.39 0.36
S 0.58 2.34 0.64
C -2.80 -1.22 -0.68
C -3.10 1.43 0.04
C 2.12 1.57 0.26

***

No. 3
9
Properties=species:S:1:pos:R:3 method="wB97M-V/def2-TZVPD" multiplicity=3 relative_energy_kj_mol=199.62 lumo_ev="0.50 / -2.55" total_charge=0 e_homo_ev="-6.228 / -9.910"
C 0.44 -0.95 -0.21
O -3.31 -0.25 -0.08
H -0.05 -1.90 -0.17
H 1.52 -0.96 -0.27
O 0.12 1.45 -0.16
C -0.24 0.17 -0.17
H -2.18 1.29 0.53
H 1.07 1.53 -0.05
C -2.22 0.29 0.07

***

No. 4
107
Properties=species:S:1:pos:R:3 method="wB97M-V/def2-TZVPD" relative_energy_kj_mol=48.55 lumo_ev=3.92 total_charge=-2 e_homo_ev=-1.718
H 0.50 6.52 -0.82
N -1.60 -0.31 -1.19
H -0.32 3.34 -5.57
F -1.02 3.89 1.24
C 3.04 -3.92 1.43
H 4.73 4.27 -0.59
C -0.27 -1.95 4.09
H 0.90 7.59 -2.19
C -2.27 -1.25 2.84
C 0.66 -3.67 0.50
H -4.47 -3.37 -3.39
H -1.65 2.27 -5.14
H -4.03 0.31 -4.69
C 0.19 4.19 -2.30
C 3.40 2.65 1.23
Sc -0.45 0.79 0.61
H 2.20 4.40 -0.49
H 1.98 5.34 -2.47
H 6.48 1.33 1.42
H -2.75 4.18 -3.89
C 1.83 -3.17 0.97
H 3.38 4.75 1.49
O 1.77 -0.88 4.24
H 6.78 0.22 2.77
C 6.03 0.54 2.03
H -0.78 -5.23 0.67
H 5.05 -4.45 0.76
N -3.09 -4.17 5.00
C 2.22 2.49 0.42
H -0.69 6.80 -2.09
N 1.77 1.21 0.48
C 0.34 -5.56 -1.15
C -4.41 -2.79 -1.30
F -1.55 2.65 2.93
C -3.74 -0.42 -2.06
C -1.67 4.17 -4.08
C -0.61 2.75 1.93
H -0.32 -4.97 -1.78
C 5.18 4.25 0.41
H -4.88 -1.23 -4.52
H -5.44 -2.42 -1.24
C 2.66 0.53 1.25
O -4.25 -0.61 1.72
C 2.68 -0.85 1.38
C -2.54 0.38 -1.87
C 0.57 3.28 -1.24
H -1.38 5.20 -4.28
O -0.19 -0.12 2.58
H 3.43 -3.46 2.35
C 1.68 3.45 -0.43
H -5.01 -4.64 -2.28
H 4.37 0.25 3.38
H 5.00 1.89 3.36
O -2.38 0.51 1.24
C -0.86 -1.02 3.14
H -0.52 -3.63 5.36
H -4.20 -3.25 -0.33
C -2.33 -3.12 4.36
H 1.36 -5.43 -1.52
C -2.13 -1.54 -0.96
H 3.51 -1.29 1.92
H -5.84 -0.51 -2.35
C -1.00 -2.97 4.66
N 1.13 -1.89 4.48
H 0.07 -6.62 -1.25
H 3.82 -4.48 -0.52
C 0.25 -5.10 0.32
C 0.91 5.45 -2.67
C -4.93 -0.16 -4.28
C -3.05 -0.38 1.86
F 0.51 3.20 2.63
C -2.95 -2.26 3.44
C -4.29 -3.83 -2.41
N -0.32 2.25 -1.16
C 4.16 -3.95 0.38
C -3.49 -1.62 -1.48
H -4.00 -2.38 3.19
C 1.73 -1.73 0.88
H 5.81 -0.30 1.37
H 4.58 3.92 2.45
C -0.14 -2.52 0.12
C -4.99 0.04 -2.76
O -4.25 -4.35 4.67
C 4.75 1.03 2.72
C -1.44 -2.59 -0.39
H 0.88 -5.74 0.94
H -1.94 -3.55 -0.35
N 0.53 -1.37 0.35
H -5.81 0.27 -4.77
C 0.38 6.67 -1.90
H 5.95 3.49 0.41
C 3.68 1.43 1.76
O -2.54 -4.85 5.87
H 4.43 -2.93 0.08
O 1.65 -2.90 4.97
H -3.11 2.06 -3.05
C 4.11 3.95 1.47
C -0.94 3.68 -2.87
H 5.65 5.22 0.59
H -1.95 3.67 -6.19
H 2.76 -4.94 1.69
H -3.29 -4.26 -2.43
C -2.34 1.66 -2.38
H -5.15 1.09 -2.54
C -1.24 2.46 -2.14
H 0.81 5.63 -3.75
C -1.39 3.31 -5.32

***

No. 5
22
Properties=species:S:1:pos:R:3 method="wB97M-V/def2-TZVPD" relative_energy_kj_mol=91.02 lumo_ev=0.51 total_charge=0 smiles=CCCN.O.O.O e_homo_ev=-9.794
H 1.24 -1.74 -1.35
N 1.04 0.49 0.72
H -1.64 -2.35 -0.55
H -0.03 -1.23 1.23
H -0.80 3.51 -1.58
C -0.65 -2.51 -0.99
O 1.54 2.89 2.86
H 1.59 -1.51 0.73
O -0.57 2.58 -1.69
H -0.82 -2.87 -2.00
H 0.04 -0.56 -1.65
H -0.80 2.38 -2.60
H -0.22 -3.34 -0.43
H 2.13 2.47 3.48
H 1.20 2.22 2.25
H 0.39 1.13 0.27
C 0.32 -1.33 -0.92
C 0.71 -0.91 0.51
O -2.58 -0.06 0.52
H 1.90 0.69 0.21
H -2.03 0.45 1.12
H -1.96 -0.42 -0.14

***

No. 6
80
Properties=species:S:1:pos:R:3 method="wB97M-V/def2-TZVPD" lumo_ev=2.22 total_charge=-1 e_homo_ev=-4.314
N 0.02 -4.58 -3.40
C -1.18 0.20 1.28
C 1.60 1.36 1.77
N -0.98 -4.08 -1.43
C 0.05 -3.85 -2.25
H -4.79 -0.84 -0.38
O 0.70 0.49 -1.75
H -4.92 1.64 0.90
H -1.01 -3.09 2.53
Si -1.28 -0.68 2.95
H -0.20 3.74 2.98
H -3.02 2.47 -0.96
H 4.08 -1.05 -2.93
H -2.05 -3.09 -0.09
H -1.19 3.50 -0.07
H -2.75 1.20 3.84
H 0.52 3.79 0.28
C 3.51 1.99 -1.58
C -4.04 1.36 1.49
H 4.35 2.63 -1.32
C 3.80 1.79 2.62
Cl 1.28 -3.02 1.52
H 4.76 0.40 -4.30
C -0.96 -0.72 -2.92
Si -2.84 0.40 0.39
H 5.16 0.13 2.42
H 2.74 2.57 -2.09
H -1.79 1.42 -1.64
C 2.50 2.22 2.39
C 3.22 -0.30 1.63
H -3.59 2.29 1.87
H 0.66 -4.26 -4.11
H -3.31 -1.68 -0.85
H -3.47 -0.38 4.14
H 1.06 -1.32 3.42
H -0.52 2.26 3.90
H -0.79 -4.04 0.56
N 1.98 0.13 1.40
H -0.88 -4.87 -3.75
H -1.70 -4.73 -1.73
O 1.09 1.76 -4.41
C 0.25 0.92 -4.12
C 3.74 -0.37 -2.13
H -3.94 -1.82 0.82
O -1.31 -1.41 -1.93
N -1.12 -3.46 -0.20
H 3.69 1.81 -4.31
H -2.69 -2.62 2.20
H -4.38 0.78 2.34
C 4.46 1.30 -3.75
H 4.52 2.45 3.10
H 3.44 -1.30 1.31
C 0.06 0.25 -2.83
C -0.74 2.78 2.97
O -1.11 0.77 -6.13
C -0.22 3.02 0.05
C -2.52 0.17 4.11
H 3.08 1.56 -0.68
O 3.27 -0.80 -1.09
Si -0.23 1.79 1.45
H 0.11 -1.11 4.91
S 1.34 -2.82 -1.95
N 3.95 0.92 -2.44
C -1.84 -2.47 2.86
C 0.32 -0.69 3.92
H -2.13 -2.79 3.87
O -2.30 -1.57 -4.74
C 4.16 0.51 2.25
C -3.80 -1.15 -0.03
Tl 0.30 -1.08 -0.08
C -1.49 -0.78 -4.29
C -0.82 0.36 -5.03
H -1.81 3.01 2.95
H 0.75 0.30 4.06
H 0.06 2.55 -0.90
H -3.48 1.05 -1.90
H 2.19 3.21 2.69
C -2.76 1.43 -1.17
H 5.34 1.94 -3.63
H -2.11 0.18 5.13

***

No. 7
12
Properties=species:S:1:pos:R:3 method="wB97M-V/def2-TZVPD" relative_energy_kj_mol=157.14 lumo_ev=0.99 total_charge=0 smiles="C=C(N)OC" e_homo_ev=-8.327
H 2.51 0.22 0.95
C 1.46 0.33 1.18
O -0.79 -0.11 0.69
C -1.73 0.29 -0.30
H 1.16 0.80 2.11
H 1.74 -0.58 -1.21
C 0.52 -0.10 0.32
H 0.34 -1.47 -1.16
N 0.76 -0.56 -0.98
H -2.66 0.49 0.24
H -1.41 1.19 -0.82
H -1.91 -0.50 -1.03

***

No. 8
7
Properties=species:S:1:pos:R:3 method="wB97M-V/def2-TZVPD" relative_energy_kj_mol=259.63 lumo_ev="-2.10 / -2.09" total_charge=0 smiles="O=C=C=S.S" e_homo_ev="-8.647 / -8.682"
H 1.47 -1.55 0.81
C -0.56 0.89 -1.16
O -2.64 -0.15 -0.46
C -1.56 0.22 -0.77
H 1.73 -0.13 1.63
S 0.73 -0.84 1.51
S 0.83 1.57 -1.55

***

No. 9
33
Properties=species:S:1:pos:R:3 method="wB97M-V/def2-TZVPD" relative_energy_kj_mol=172.21 lumo_ev=-0.28 total_charge=0 smiles=O.O.O.O.O.O.O.O.O.O.O e_homo_ev=-9.462
O 0.82 3.34 -0.88
H 0.39 -2.44 -1.60
H -2.90 -0.90 -2.72
H -0.51 -1.58 -2.59
H -0.03 0.33 2.36
H 0.23 2.91 1.78
H -2.85 -1.91 -1.57
H -0.68 -4.04 -0.79
H 1.24 2.46 2.82
H 2.32 1.86 0.96
O 0.40 -1.94 -2.42
O 3.21 1.86 0.55
H 2.74 0.49 -1.90
O 2.86 -0.16 -1.19
H -0.17 0.78 -0.09
O -1.57 1.86 -0.13
H -1.36 -1.47 1.94
H -2.34 1.47 -0.50
H -0.03 -0.65 -0.61
O 0.43 0.04 -0.11
H -1.86 -2.54 0.94
H -0.54 -0.26 3.70
H -1.75 1.77 0.79
H 0.91 3.61 -1.79
H 2.03 -0.16 -0.64
H 0.06 -3.38 0.32
O -0.62 -3.21 -0.29
O -0.25 -0.51 2.78
O -2.00 -2.19 1.79
H 3.27 1.09 -0.08
O -2.32 -1.28 -2.06
H 0.17 2.63 -0.92
O 0.70 2.13 2.14

***

No. 10
19
Properties=species:S:1:pos:R:3 method="wB97M-V/def2-TZVPD" multiplicity=2 lumo_ev="-20.59 / -20.59" total_charge=+4 e_homo_ev="-23.461 / -23.150"
H -1.23 1.01 0.36
H 3.29 2.99 3.00
Cl -2.45 -3.67 -3.44
H -0.83 2.33 -0.93
O 2.75 1.84 1.25
H -2.61 -2.77 -1.36
Cl -3.47 -4.96 -1.00
C 2.44 2.61 2.44
H 1.94 2.01 3.20
C 1.74 1.23 0.55
Cl -4.76 -2.56 -2.37
Hf 2.78 -2.26 -0.89
H -0.23 0.66 -0.86
O 1.93 0.13 -0.07
C -3.29 -3.41 -1.92
C -0.51 1.53 -0.26
Cl 0.06 -2.16 -0.37
H 1.81 3.46 2.19
O 0.63 2.00 0.48

***

No. 11
11
Properties=species:S:1:pos:R:3 method="wB97M-V/def2-TZVPD" relative_energy_kj_mol=394.03 lumo_ev=1.06 total_charge=0 smiles=CON1N[C@H]1Cl e_homo_ev=-9.899
C -1.33 0.64 1.25
Cl 2.52 0.34 -1.97
H 2.13 -0.99 -0.14
O -0.02 0.21 1.03
H -2.10 -0.09 1.00
N 0.28 0.25 -0.28
N 0.23 -1.24 -1.16
C 1.39 -0.44 -0.79
H -0.29 -0.88 -1.96
H -1.44 0.56 2.29
H -1.36 1.63 0.72

***

No. 12
41
Properties=species:S:1:pos:R:3 method="wB97M-V/def2-TZVPD" relative_energy_kj_mol=204.87 lumo_ev=-3.94 total_charge=+1 e_homo_ev=-11.307
H -5.59 -0.76 -2.96
H -2.83 -1.11 -3.43
H -4.91 0.11 -0.84
H -2.19 -2.42 -2.43
H -2.26 1.95 1.42
H -4.53 -2.79 -3.81
N 4.05 0.75 0.07
C -3.05 -1.76 -2.58
C 4.35 2.34 3.10
H 4.86 -1.27 2.20
H -4.35 -3.43 -2.17
C -1.32 -0.44 1.35
C 4.75 1.99 2.03
C 3.72 -0.33 0.78
H 5.01 -1.94 0.61
C -5.37 -1.52 -2.22
N 0.50 0.64 0.12
N 4.60 -1.26 1.23
C -4.61 -0.91 -1.05
H -1.99 -0.13 2.14
H 1.76 1.53 1.61
H -1.94 -0.89 0.56
C -0.61 0.73 0.78
H 5.99 0.83 0.83
H 2.05 -1.10 0.30
H 5.49 2.33 0.09
H -1.45 2.45 -0.05
H -4.73 -1.51 -0.14
H -0.64 -1.22 1.69
H -0.65 2.74 1.52
C 1.75 0.87 0.74
C 5.16 1.51 0.72
C 2.79 1.47 -0.24
N 2.38 -0.47 1.05
H 3.78 2.51 3.98
H 2.81 2.54 -0.06
H -6.31 -1.98 -1.91
C -4.35 -2.52 -2.77
H 2.43 1.25 -1.24
C -1.28 2.06 0.95
O -3.22 -0.94 -1.42